Formula: C18H21BiClN5O6S
Source: the OMol25 dataset
Level of theory: ωB97M-V with the def2-TZVPD basis set

Properties
F_max: 0.5 eV Å⁻¹
E_tot: -67916.10386 eV
Energy relative to the best compared isomer or geometry (same formula, charge and spin): 1.9 kcal per mole
Kohn-Sham gap: 8.547 eV
Net charge: +2
HOMO level: -15.4 eV

Geometry as XYZ:
```
53
Properties=species:S:1:pos:R:3:forces:R:3
Bi 1.3000 -0.1982 -0.3013 0.1 0.0 0.0
C 2.3161 -3.4392 0.2951 0.1 0.0 0.1
C 1.4621 -3.4196 -0.9582 0.0 0.0 -0.1
N 0.4227 -2.3438 -0.9600 0.0 0.1 0.0
C -0.8393 -2.6863 -0.2678 0.0 0.0 0.0
C -0.7193 -2.7626 1.2474 0.0 0.0 0.0
S 0.0939 -1.3033 1.9833 -0.1 0.1 0.0
C 1.5549 -1.9929 2.8401 0.0 -0.1 0.0
C 2.8953 -1.8735 2.1089 0.0 0.0 0.1
N 2.7759 -2.0864 0.6626 -0.1 0.1 0.0
H 3.1606 -4.1115 0.1311 0.0 0.0 0.0
H 1.7696 -3.8479 1.1401 0.0 0.0 0.0
H 0.9653 -4.3837 -1.0903 0.0 0.0 0.0
H 2.0802 -3.2436 -1.8340 0.0 0.0 0.0
H 0.2237 -2.2018 -1.9539 0.0 0.0 0.0
H -1.2077 -3.6472 -0.6378 0.0 0.0 0.0
H -1.5773 -1.9312 -0.5350 0.0 0.0 0.0
H -0.1918 -3.6510 1.5835 0.0 0.0 0.0
H -1.7207 -2.8045 1.6741 0.0 0.0 0.0
H 1.2976 -3.0235 3.0793 0.0 0.0 0.0
H 1.6123 -1.4652 3.7908 0.0 0.0 0.0
H 3.5874 -2.5838 2.5727 0.0 0.0 0.0
H 3.3186 -0.8793 2.2683 0.0 0.0 0.0
H 3.6678 -1.8978 0.2127 0.0 0.0 0.0
O -4.6547 5.1897 -0.1597 0.0 0.0 0.1
N -4.1290 4.4279 -0.9299 0.0 -0.1 0.0
O -4.4518 4.2508 -2.0846 0.1 0.0 0.0
C -2.9633 3.6554 -0.4112 0.0 0.0 0.0
C -2.3711 4.1698 0.6807 0.1 -0.1 -0.1
C -1.2019 3.5515 1.2274 -0.1 0.1 0.1
C -0.5258 4.0904 2.3378 0.0 0.0 0.0
C 0.6047 3.4691 2.8030 -0.1 0.0 -0.1
C 1.0468 2.3211 2.1393 0.0 0.1 0.0
N 0.4265 1.7975 1.0971 0.0 0.0 0.0
C -0.6970 2.3924 0.6416 0.0 -0.1 -0.1
C -1.3708 1.8138 -0.5005 0.1 -0.1 0.1
N -0.8663 0.6596 -1.0178 0.0 0.0 -0.1
C -1.4047 0.1656 -2.1240 -0.1 0.0 0.0
C -2.5204 0.7214 -2.7359 0.0 0.0 0.1
C -3.0797 1.8504 -2.1963 0.0 0.1 0.0
C -2.4923 2.4488 -1.0607 -0.1 0.1 0.0
H -2.7702 5.0698 1.1285 0.0 0.0 0.0
H -0.9003 4.9916 2.8049 0.0 0.0 0.0
H 1.1542 3.8498 3.6507 0.0 0.0 0.0
H 1.9488 1.8208 2.4747 0.0 0.0 0.0
H -0.9300 -0.6977 -2.5706 0.0 0.0 0.0
H -2.9260 0.2654 -3.6267 0.0 0.0 0.0
H -3.9483 2.2997 -2.6485 0.0 0.0 0.0
O 2.9188 -1.0770 -2.0768 0.0 0.1 0.0
Cl 2.1745 -0.5607 -3.2532 0.2 -0.2 -0.4
O 1.2078 -1.5601 -3.6286 0.1 0.1 0.0
O 3.0368 -0.1994 -4.2964 -0.2 0.0 0.2
O 1.4369 0.6001 -2.7159 -0.1 0.0 0.2
```
Positions in Å, forces in eV/Å.

***

Formula: C18H21Cl28NO3
Source: the OMol25 dataset
Level of theory: ωB97M-V with the def2-TZVPD basis set

Properties
F_max: 1.1 eV Å⁻¹
E_tot: -377264.76645 eV
SMILES: CCCCCCCCOC(=O)NCC=O.ClC(Cl)(Cl)Cl.ClC(Cl)(Cl)Cl.ClC(Cl)(Cl)Cl.ClC(Cl)(Cl)Cl.ClC(Cl)(Cl)Cl.ClC(Cl)(Cl)Cl.ClC(Cl)(Cl)Cl
Energy relative to the best compared isomer or geometry (same formula, charge and spin): 0.0 kcal per mole
Kohn-Sham gap: 10.073 eV
HOMO level: -10.1 eV

Geometry as XYZ:
```
71
Properties=species:S:1:pos:R:3:forces:R:3
C -4.4560 1.0186 -3.1702 0.2 -0.8 0.8
C -3.6928 -0.0855 -2.4220 0.2 0.5 -0.6
C -3.5375 -1.3651 -3.2544 -0.7 0.0 0.1
C -4.2956 -2.5922 -2.7357 0.4 -0.7 0.0
C -4.2248 -2.8433 -1.2321 0.2 0.8 0.2
C -2.8005 -2.8169 -0.6314 -0.7 -0.4 0.3
C -2.6476 -1.8559 0.5418 0.3 0.1 0.0
C -1.4653 -2.2629 1.4186 -0.3 -0.2 0.3
O -0.6484 -1.1914 1.9171 -0.3 0.1 0.0
C 0.2279 -0.6964 1.0456 0.5 -0.2 0.0
O 0.3535 -1.0768 -0.0951 0.0 -0.2 0.0
N 1.0639 0.2441 1.6546 -0.6 0.2 -0.7
C 2.1315 0.6719 0.7702 0.4 0.2 0.7
C 2.9960 1.6908 1.4642 0.0 0.2 0.2
O 2.5840 2.4206 2.3292 -0.1 0.1 0.1
H -4.3227 1.9520 -2.6381 0.0 0.4 -0.1
H -5.5155 0.7792 -3.1515 -0.2 0.1 -0.3
H -4.0938 1.0826 -4.1882 0.0 0.3 -0.2
H -2.6982 0.2997 -2.2072 0.1 0.0 0.3
H -4.2026 -0.2506 -1.4809 0.1 -0.2 0.3
H -3.9302 -1.1487 -4.2465 0.0 -0.1 -0.2
H -2.4932 -1.6127 -3.4077 0.2 0.0 0.2
H -5.3309 -2.5855 -3.0666 -0.2 0.2 0.1
H -3.8544 -3.4678 -3.2167 0.0 -0.1 -0.2
H -4.8024 -2.0691 -0.7295 -0.2 0.1 0.1
H -4.7110 -3.7753 -0.9608 -0.1 -0.2 -0.2
H -2.0372 -2.6334 -1.3800 0.2 0.0 -0.1
H -2.6241 -3.8054 -0.2091 0.2 -0.2 -0.2
H -2.5408 -0.8290 0.2097 0.1 0.2 -0.2
H -3.5452 -1.8830 1.1559 -0.2 0.0 0.0
H -0.8529 -3.0083 0.9253 0.3 0.1 -0.2
H -1.8499 -2.7380 2.3152 0.0 0.0 0.2
H 0.5166 1.0375 1.9895 0.3 -0.4 0.4
H 2.7516 -0.1870 0.5400 0.0 -0.1 -0.3
H 1.7879 1.1419 -0.1544 0.0 -0.1 -0.3
H 4.0442 1.7987 1.1503 -0.1 -0.2 -0.2
Cl 7.3321 4.7651 -1.1992 -0.3 -0.1 -0.1
C 6.3030 4.1749 0.1126 0.0 0.0 0.0
Cl 6.9060 4.7506 1.6649 0.0 0.0 0.0
Cl 4.6529 4.7532 -0.1290 0.0 0.0 0.0
Cl 6.3085 2.4061 0.1042 0.2 0.0 -0.1
Cl -0.4676 -5.8592 -0.5678 -0.2 0.0 -0.1
C -1.8156 -6.9542 -0.2371 0.1 0.1 -0.1
Cl -2.4020 -6.6992 1.4071 0.0 0.0 0.1
Cl -3.1201 -6.6151 -1.3790 -0.1 0.0 0.0
Cl -1.2743 -8.6244 -0.4176 0.0 0.0 0.0
Cl 12.5417 5.1190 1.0235 0.0 0.0 0.0
C 11.2492 6.3220 1.0646 0.0 0.0 0.0
Cl 10.6388 6.4729 2.7159 0.0 0.0 0.0
Cl 11.8784 7.8819 0.5251 0.0 0.0 0.0
Cl 9.9317 5.8117 0.0040 0.3 0.1 0.2
Cl -2.6010 2.4623 1.1650 0.0 -0.1 0.0
C -1.5139 3.8537 1.1599 0.0 0.1 0.0
Cl -1.4034 4.5228 -0.4733 -0.1 0.0 0.0
Cl -2.1301 5.0869 2.2616 0.0 0.0 0.0
Cl 0.0942 3.3440 1.6798 -0.1 0.3 0.1
Cl 1.0081 -7.5233 3.7718 0.0 0.0 0.0
C 1.4833 -5.8822 3.3282 0.0 0.0 0.0
Cl 0.1145 -4.7869 3.5467 0.0 0.0 0.0
Cl 2.8188 -5.3529 4.3574 0.0 0.0 0.0
Cl 1.9926 -5.8558 1.6390 0.2 0.0 0.1
Cl -6.4587 1.7747 -6.1341 0.0 0.0 0.0
C -6.0358 3.4856 -6.2021 0.0 0.1 0.0
Cl -7.4993 4.4569 -6.0156 0.0 0.0 0.0
Cl -4.9008 3.8884 -4.9076 -0.1 0.0 -0.1
Cl -5.2883 3.8408 -7.7631 0.0 0.0 0.0
Cl 5.1307 2.0809 4.5053 0.0 0.0 0.0
C 4.0714 1.5258 5.8073 0.0 0.0 0.0
Cl 4.7089 2.0938 7.3551 0.0 0.0 0.0
Cl 2.4447 2.1621 5.5705 0.0 0.0 0.0
Cl 4.0182 -0.2403 5.8067 0.0 0.0 0.0
```
Positions in Å, forces in eV/Å.

***

Formula: C18H21Cl4N3O10P2SV
Source: the OMol25 dataset
Level of theory: ωB97M-V with the def2-TZVPD basis set

Properties
F_max: 2.3 eV Å⁻¹
E_tot: -149153.53716 eV
Multiplicity: 4
Energy relative to the best compared isomer or geometry (same formula, charge and spin): 60.8 kcal per mole
Kohn-Sham gap (alpha / beta): 4.465 / 5.369 eV
Expectation value of S²: 3.769
Net charge: -2
HOMO level (alpha / beta): -0.1 / -1.0 eV

Geometry as XYZ:
```
60
Properties=species:S:1:pos:R:3:forces:R:3
V 0.9048 -0.7062 0.7509 1.3 -0.6 -0.6
N -0.2773 -0.6127 -4.1282 0.2 0.5 0.0
C 0.2358 0.6819 -3.4869 0.0 0.1 0.1
C 0.7897 1.5973 -4.5886 0.0 -0.3 0.0
P 1.6260 0.0119 -2.3496 0.1 0.1 0.0
O 2.9252 0.6172 -3.1412 0.2 0.0 0.3
O 1.5015 -1.4508 -2.6461 0.1 0.0 0.1
O 1.7185 0.5503 -0.9520 -0.7 -0.4 -0.5
P -1.3398 1.4521 -2.7198 0.0 -0.3 -0.4
O -1.4227 2.9274 -3.4383 0.2 0.1 0.2
O -2.4074 0.5966 -3.3433 0.0 0.2 0.2
O -1.2304 1.7000 -1.2643 0.5 0.1 -0.4
H -0.0462 -0.6505 -5.1121 0.0 0.1 -0.2
H -1.2984 -0.6216 -3.9853 -0.3 0.1 0.1
H 0.2738 -1.3608 -3.6073 0.1 -0.1 0.2
H 1.5679 1.0802 -5.1560 0.0 0.0 0.0
H 1.2484 2.4811 -4.1531 0.0 0.0 0.1
H -0.0067 1.9273 -5.2549 -0.1 0.0 0.0
H 3.6461 0.6680 -2.4910 -0.3 0.0 -0.2
H -1.0799 3.5570 -2.7850 -0.2 -0.2 -0.2
S 0.3356 -1.2943 3.1556 -0.3 0.3 0.5
C 0.3419 0.4450 3.0671 0.0 -0.1 -0.4
C 0.1505 1.3563 4.1134 0.0 0.0 0.0
C 0.1397 2.7156 3.8516 0.0 -0.1 0.0
C 0.3263 3.1655 2.5438 0.0 0.0 0.0
C 0.5220 2.2354 1.5438 0.0 -0.6 0.2
N 0.5301 0.9036 1.7853 -0.5 1.9 1.2
H 0.0169 0.9693 5.1155 0.0 0.0 0.0
H -0.0150 3.4248 4.6579 0.0 0.0 0.0
H 0.3146 4.2209 2.3043 0.0 0.0 0.0
H 0.6613 2.5145 0.5072 0.0 -0.1 0.0
Cl 6.9690 -3.6436 1.8665 -0.2 0.1 -0.1
C 5.3421 -3.3338 1.3006 -0.1 0.1 0.0
C 4.6574 -4.2901 0.5812 -0.2 0.0 -0.1
Cl 5.4145 -5.8225 0.2078 -0.1 0.1 0.0
C 3.3349 -4.0292 0.1439 0.1 -0.1 0.1
Cl 2.4362 -5.2299 -0.7553 0.1 0.1 0.1
C 2.6863 -2.8281 0.4266 -0.5 0.1 -0.1
O 1.4614 -2.5429 0.0915 0.9 -0.7 0.0
C 3.4201 -1.8077 1.1592 -0.2 0.4 0.0
O 2.8002 -0.6819 1.3693 1.2 -0.6 0.1
C 4.7142 -2.0964 1.5857 0.1 -0.1 0.0
Cl 5.5518 -0.8560 2.4875 0.0 -0.1 -0.1
O -2.9247 -1.8961 -0.3004 -0.7 -0.4 -0.1
C -2.0839 -1.1457 0.3812 -0.1 0.6 0.0
O -0.9193 -1.1083 0.0982 -0.4 -0.4 -0.9
C -2.6795 -0.2733 1.4480 -0.3 0.2 0.2
N -4.0250 -0.7599 1.8227 -0.1 0.1 -0.1
C -4.8327 0.4260 2.1366 0.1 -0.1 -0.1
C -4.4251 1.3788 1.0220 0.2 -0.2 0.0
C -2.8995 1.1845 0.9526 -0.3 -0.2 0.1
H -1.9829 -0.2929 2.2792 0.1 0.0 0.2
H -3.9655 -1.4162 2.5890 0.0 0.0 0.1
H -3.7806 -1.7598 0.1631 0.0 0.0 -0.1
H -4.5595 0.8596 3.1048 0.0 0.0 0.1
H -5.8953 0.1842 2.1534 -0.1 -0.1 0.0
H -4.7143 2.4120 1.2146 0.0 0.0 0.0
H -4.8901 1.0558 0.0865 0.0 0.1 0.0
H -2.3836 1.8630 1.6324 0.0 0.0 0.0
H -2.4790 1.3482 -0.0419 -0.2 0.0 0.4
```
Positions in Å, forces in eV/Å.

***

Formula: C18H21Cl8NOS
Source: the OMol25 dataset
Level of theory: ωB97M-V with the def2-TZVPD basis set

Properties
F_max: 5.1 eV Å⁻¹
E_tot: -133540.02665 eV
Energy relative to the best compared isomer or geometry (same formula, charge and spin): 411.5 kcal per mole
Kohn-Sham gap: 7.139 eV
HOMO level: -7.3 eV

Geometry as XYZ:
```
50
Properties=species:S:1:pos:R:3:forces:R:3
O 1.5624 -0.2215 1.4596 2.5 -0.6 -0.8
C 1.8429 -1.2486 0.4481 1.1 -1.0 0.7
C 1.6433 -0.7978 -1.1053 -0.1 -1.4 -0.7
N 1.2013 0.6025 -1.3665 -0.4 1.9 1.9
C 2.2102 1.6678 -1.0603 3.7 3.4 1.1
C 3.7650 1.3596 -0.5210 -2.8 3.4 0.8
C 4.8857 2.5237 -0.2233 -3.6 2.0 -1.2
C 4.5524 4.1098 -0.4753 -2.9 -4.2 -0.5
C 3.0251 4.4771 -0.9931 1.3 -3.5 0.7
C 1.9189 3.3017 -1.2799 2.5 -0.9 1.1
S 0.1820 3.7917 -1.9070 0.9 -2.1 1.5
C -0.9045 2.4312 -1.1629 -1.3 -2.6 1.3
C -2.4587 2.7827 -0.7769 0.9 -3.4 0.5
C -3.4835 1.6405 -0.1691 4.8 -0.8 -1.4
C -2.8357 0.1334 0.0623 1.9 3.3 -1.9
C -1.2761 -0.2026 -0.3367 -1.0 2.6 -0.3
C -0.2080 0.9214 -0.9685 -4.9 0.8 1.2
H 2.4874 0.0917 1.7575 -2.4 -0.5 -0.7
H 2.9855 -1.5726 0.5693 -2.4 0.5 -0.3
H 1.2011 -2.2164 0.7120 1.2 2.2 -0.7
H 0.8471 -1.5374 -1.5952 1.6 1.8 1.0
H 2.6540 -0.9893 -1.6816 -2.1 0.6 1.1
H 4.1159 0.2360 -0.3312 -2.2 3.2 0.6
H 5.9611 2.1967 0.1602 -2.6 0.8 -1.0
H 5.3907 4.9090 -0.2816 -2.1 -1.7 -0.5
H 2.7954 5.6233 -1.1636 0.2 -2.8 0.3
H -2.8719 3.8825 -0.9799 1.2 -2.7 0.5
H -4.6119 1.9207 0.0762 2.9 -0.7 -0.7
H -3.5421 -0.7027 0.4955 1.9 1.9 -1.1
H -0.9223 -1.3261 -0.1456 -0.7 3.1 -0.6
C -3.6181 -3.5455 1.8748 -0.1 -0.4 0.3
Cl -2.1740 -2.9881 1.0212 0.0 -0.4 0.2
Cl -4.9783 -2.4485 1.6075 -0.1 -0.2 0.1
H -3.8858 -4.5399 1.5093 0.1 0.3 0.0
H -3.4032 -3.5915 2.9452 0.0 0.1 -0.3
C -5.4047 1.0071 4.0399 0.2 0.0 0.3
Cl -7.1662 0.9903 3.8919 -0.1 0.0 0.1
Cl -4.6335 1.0752 2.4507 0.0 0.0 0.6
H -5.1047 1.8839 4.6188 -0.1 -0.2 -0.2
H -5.0822 0.0980 4.5532 -0.1 0.2 -0.2
C -4.2651 -4.7858 -1.5721 0.2 0.3 -0.1
Cl -3.8787 -6.4450 -1.1003 0.1 0.0 0.1
Cl -6.0132 -4.5245 -1.6050 0.1 0.1 0.0
H -3.8160 -4.0974 -0.8521 -0.2 -0.2 -0.2
H -3.8581 -4.5952 -2.5682 -0.2 -0.1 0.2
C 7.1349 -0.1524 -1.6388 0.4 -0.1 -0.7
Cl 7.5213 -1.8116 -1.1670 0.2 0.0 0.0
Cl 5.3868 0.1088 -1.6717 3.1 -1.5 -2.1
H 7.5840 0.5360 -0.9188 -0.2 -0.2 -0.1
H 7.5419 0.0382 -2.6348 -0.1 -0.1 0.2
```
Positions in Å, forces in eV/Å.

***

Formula: C18H21ClFN3O9P
Source: the OMol25 dataset
Level of theory: ωB97M-V with the def2-TZVPD basis set

Properties
F_max: 1.4 eV Å⁻¹
E_tot: -66425.30782 eV
Kohn-Sham gap: 7.148 eV
Net charge: +1
HOMO level: -11.4 eV

Geometry as XYZ:
```
54
Properties=species:S:1:pos:R:3:forces:R:3
N -0.0362 -2.1171 -3.2155 0.0 0.1 0.1
C 0.1646 -0.8434 -3.4264 0.2 0.2 0.6
N -0.9340 0.0431 -3.3789 0.2 0.0 -0.4
Cl -0.9688 0.6656 -1.7482 -0.3 -0.2 0.3
C -0.5248 1.1069 -4.3330 0.1 0.0 0.4
C 1.0240 1.0981 -4.3526 -0.2 0.1 0.1
C 1.6461 2.3161 -3.6877 -0.1 -0.1 0.2
C 3.1722 2.3639 -3.6441 -0.1 0.1 0.1
C 3.7557 1.6740 -2.4200 -0.1 0.0 0.0
F 5.0508 1.2877 -2.7038 0.2 -0.1 0.0
N 1.3227 -0.2330 -3.6869 -0.3 -0.3 -1.3
P 2.7663 -1.1471 -4.0795 -0.1 0.1 0.0
O 3.4625 -1.6789 -2.9166 0.0 -0.2 0.2
H -0.9495 -2.4057 -2.8908 0.0 0.0 -0.2
H 0.6739 -2.8251 -3.3335 0.1 0.1 0.3
H -0.9251 2.0483 -3.9709 0.0 0.1 -0.2
H -0.9469 0.8641 -5.3064 0.0 0.0 0.0
H 1.3469 1.0196 -5.3929 0.2 0.0 0.1
H 1.2688 3.1721 -4.2506 0.0 0.0 0.0
H 1.2412 2.4100 -2.6765 0.0 0.0 0.0
H 3.4836 3.4071 -3.6351 0.1 0.0 -0.1
H 3.6084 1.9185 -4.5422 0.0 0.0 0.0
H 3.7781 2.3505 -1.5657 0.0 0.0 0.0
H 3.2041 0.7786 -2.1218 0.0 0.0 0.0
H 3.3858 -0.2170 -4.9153 0.1 0.0 0.0
H 2.2067 -2.0988 -4.9542 0.0 0.0 -0.1
C 2.3608 2.3556 1.8285 0.0 0.0 0.0
C 1.2109 2.2862 1.1506 -0.1 0.0 0.1
C -0.0390 1.6223 1.7109 0.0 0.0 -0.1
O -1.0146 1.6086 0.9652 0.1 0.0 -0.1
C -0.0067 1.0563 3.0270 0.0 0.0 0.0
C 1.1459 1.1287 3.7178 0.1 0.0 0.0
C 2.4008 1.7843 3.1615 0.0 0.0 0.0
O 3.3737 1.7914 3.8874 0.0 0.0 0.0
O 1.3052 0.6402 4.9298 0.0 0.0 0.0
O 1.0296 2.7846 -0.0730 0.0 0.0 0.0
H 3.2532 2.8260 1.4405 0.0 0.0 0.0
H -0.8976 0.5789 3.4109 0.1 0.0 0.0
H 2.2291 0.8346 5.1914 0.0 0.0 0.0
H 0.0768 2.6374 -0.2520 0.0 0.0 0.0
C -2.9666 -2.4274 5.0639 0.0 0.0 0.0
C -3.8588 -3.3420 5.4842 -0.1 0.0 0.0
C -5.0668 -3.7540 4.6514 0.0 0.0 0.0
O -5.7843 -4.6037 5.1433 0.0 0.0 0.0
C -5.2794 -3.1272 3.3667 0.0 0.0 0.0
C -4.3906 -2.2129 2.9548 0.1 0.0 0.1
C -3.1747 -1.8210 3.7797 0.0 0.0 -0.1
O -2.4401 -0.9895 3.2627 0.0 0.0 0.1
O -4.4642 -1.5626 1.8034 0.0 0.0 0.0
O -3.7822 -3.9710 6.6368 0.0 0.0 0.0
H -2.1069 -2.1356 5.6501 0.0 0.0 0.0
H -6.1451 -3.4124 2.7865 0.0 0.0 0.0
H -3.6902 -0.9601 1.7968 0.0 0.0 0.0
H -4.5551 -4.5737 6.6726 0.0 0.0 0.0
```
Positions in Å, forces in eV/Å.

***

Formula: C18H21ClN2O4
Source: the OMol25 dataset
Level of theory: ωB97M-V with the def2-TZVPD basis set

Properties
F_max: 0.8 eV Å⁻¹
E_tot: -42699.83948 eV
SMILES: CCOC(=O)c1cnc2cc(Cl)c(OC)cc2c1NC[C@H]1CCCO1
Energy relative to the best compared isomer or geometry (same formula, charge and spin): 31.1 kcal per mole
Kohn-Sham gap: 8.103 eV
HOMO level: -8.0 eV

Geometry as XYZ:
```
46
Properties=species:S:1:pos:R:3:forces:R:3
C -4.9123 -3.7780 0.1954 0.4 0.3 -0.1
C -4.2778 -2.4962 -0.3090 -0.6 0.1 -0.2
O -2.8760 -2.5602 -0.0520 0.2 -0.2 0.1
C -2.1410 -1.5433 -0.5117 -0.1 0.3 -0.1
O -2.6485 -0.6032 -1.1057 0.0 -0.2 0.1
C -0.7146 -1.6840 -0.2171 0.3 0.2 0.0
C -0.2559 -2.8145 0.4934 0.0 0.0 0.1
N 0.9679 -2.9996 0.8843 0.0 -0.6 0.3
C 1.9000 -2.0987 0.5002 -0.2 0.7 -0.4
C 3.2392 -2.3503 0.8549 0.3 0.3 -0.1
C 4.2387 -1.5328 0.4102 -0.2 -0.1 0.0
Cl 5.8783 -1.8360 0.8354 0.2 -0.1 0.1
C 3.9623 -0.4401 -0.4486 -0.2 0.2 -0.1
O 5.0411 0.2512 -0.8926 -0.1 -0.3 0.2
C 4.8355 1.3374 -1.7625 0.0 0.2 -0.2
C 2.6530 -0.1658 -0.7708 0.4 0.2 -0.1
C 1.5937 -0.9476 -0.2698 0.1 -0.4 0.4
C 0.2140 -0.6771 -0.5533 -0.3 -0.4 0.0
N -0.1899 0.4606 -1.1652 -0.4 0.0 -0.2
C 0.2973 1.7888 -0.8804 0.1 0.7 0.0
C -0.8321 2.6519 -0.2857 0.1 -0.5 -0.1
C -1.3662 2.0771 1.0395 0.0 0.1 -0.1
C -1.4449 3.3063 1.9442 0.2 0.1 -0.2
C -0.3098 4.1597 1.3835 0.0 0.0 0.4
O -0.3513 3.9602 -0.0163 0.0 0.0 -0.3
H -4.7363 -3.8877 1.2620 0.0 -0.1 0.1
H -4.4827 -4.6343 -0.3172 0.0 -0.1 0.0
H -5.9824 -3.7524 0.0113 -0.1 0.0 0.0
H -4.6918 -1.6182 0.2007 0.1 -0.1 -0.1
H -4.4356 -2.3669 -1.3859 0.0 0.0 0.2
H -0.9664 -3.5790 0.7742 -0.1 0.0 0.0
H 3.4519 -3.2128 1.4644 0.0 -0.1 0.1
H 5.8272 1.7329 -1.9746 -0.1 0.0 0.0
H 4.3651 1.0188 -2.6981 0.0 0.0 0.0
H 4.2265 2.1179 -1.2948 0.0 0.0 0.0
H 2.4295 0.6236 -1.4671 0.0 0.1 0.0
H -1.1823 0.4373 -1.4026 0.2 -0.1 0.1
H 0.6523 2.2739 -1.7973 0.1 0.0 0.1
H 1.1159 1.7494 -0.1584 -0.1 0.1 -0.1
H -1.6326 2.7461 -1.0311 0.0 0.0 0.1
H -2.3261 1.5840 0.9082 0.0 -0.1 0.0
H -0.6572 1.3527 1.4458 0.0 -0.1 0.0
H -1.3117 3.0708 2.9971 0.0 0.0 0.1
H -2.3968 3.8198 1.8081 0.0 0.0 0.0
H -0.4260 5.2284 1.5672 0.0 -0.1 0.0
H 0.6588 3.8299 1.7880 -0.1 0.1 0.0
```
Positions in Å, forces in eV/Å.